1.
Molecular formula: CH3N2O3S
Method: DFT, wB97M-V/def2-TZVPD

```
10
Properties=species:S:1:pos:R:3:mulliken_charge:R:1
O -2.4736 -0.5028 -0.5155 -0.73
C -1.3413 -0.0001 -0.4338 0.64
O -0.8253 0.9903 -0.9988 -0.74
N -0.3991 -0.8047 0.2911 -0.17
N 0.6809 -0.3221 0.9813 -0.36
S 2.1516 -0.2168 0.2095 0.05
O 1.8702 0.8482 -1.0924 -0.59
H -0.8997 -1.5623 0.8359 0.22
H 0.5178 0.5183 1.7148 0.21
H 0.7185 1.0520 -0.9922 0.46
```

As for the SMILES: O=C([O-])NNSO. The energy relative to the best compared isomer or geometry (same formula, charge and spin) comes out at 105.0 kJ/mol. For the strongest force on any atom, the calculation gives 3.7 eV/A. The net charge is -1.


2.
Molecular formula: C36H100N8O10
Method: DFT, wB97M-V/def2-TZVPD

```
154
Properties=species:S:1:pos:R:3:mulliken_charge:R:1
C -4.9414 1.1519 1.7464 -0.62
O -4.5333 0.0866 2.5680 -0.15
C -5.5591 -0.8385 2.8300 -0.93
C -4.8491 -2.0031 3.5497 0.50
C -3.5580 -2.5344 2.8957 0.22
N -5.7299 -3.1788 3.6911 -0.70
H -5.1846 0.7012 0.7778 0.36
H -4.1286 1.8521 1.5150 -0.05
H -5.6512 1.8747 2.1625 0.31
H -6.3364 -0.4487 3.4991 0.39
H -6.0275 -1.1410 1.8836 0.36
H -4.5870 -1.6244 4.5437 0.23
H -3.8774 -3.2735 2.1560 -0.41
H -2.8424 -3.0987 3.4983 0.44
H -2.9913 -1.7451 2.4040 -0.49
H -5.3558 -3.8009 4.4069 0.28
H -6.5469 -2.8306 4.2050 0.28
C -2.0642 1.8877 -3.6026 -0.10
O -1.4329 2.9827 -4.1955 0.08
C -1.9528 3.3701 -5.4428 -1.00
C -0.7965 3.9539 -6.2770 0.79
C -1.2532 4.7156 -7.5467 -1.61
N 0.1371 2.9252 -6.7621 -0.65
H -1.9032 0.9134 -4.0790 0.42
H -3.1473 2.0309 -3.4781 0.35
H -1.7257 1.7840 -2.5678 -0.66
H -2.4313 2.5712 -6.0138 0.41
H -2.6122 4.2459 -5.3579 0.26
H -0.2675 4.6456 -5.6163 0.15
H -0.4341 4.7429 -8.2552 0.45
H -1.5280 5.7086 -7.1834 0.42
H -2.1589 4.2795 -7.9714 0.31
H 0.2392 2.1523 -6.1010 0.16
H -0.2968 2.4261 -7.5385 0.32
C -4.1362 -6.3255 1.5432 -0.62
O -3.8437 -5.7284 0.2963 -0.32
C -4.9762 -5.0668 -0.1865 -0.71
C -4.6607 -4.0440 -1.2779 0.54
C -3.7591 -2.8867 -0.8299 -1.56
N -5.9208 -3.5014 -1.8677 -0.82
H -3.4221 -7.1124 1.7884 0.26
H -5.0897 -6.8556 1.4545 0.31
H -4.1762 -5.6571 2.4046 0.17
H -5.7243 -5.7682 -0.5740 0.35
H -5.4484 -4.4091 0.5609 0.20
H -4.0531 -4.5730 -2.0288 0.30
H -4.2965 -2.1255 -0.2485 0.43
H -3.2112 -2.4222 -1.6459 0.54
H -3.1035 -3.2194 -0.0176 0.28
H -5.9352 -4.0269 -2.7451 0.33
H -5.6707 -2.5829 -2.2288 0.29
C -1.7870 3.9330 -0.7260 -0.72
O -1.0077 3.4579 0.3727 -0.33
C 0.0657 4.3351 0.6774 -1.12
C 0.9703 3.7873 1.7458 3.18
C 0.3314 3.6408 3.1178 -2.04
N 2.1641 4.6145 1.9229 -0.72
H -2.3677 4.7962 -0.3890 0.42
H -2.5128 3.1591 -0.9607 0.14
H -1.1116 4.1653 -1.5479 0.19
H 0.7248 4.5125 -0.1809 0.34
H -0.3914 5.2741 1.0111 0.53
H 1.3177 2.7817 1.4819 -1.70
H 0.0915 4.6051 3.5805 0.44
H 0.9683 3.2607 3.9244 0.51
H -0.4847 2.9172 3.1126 0.34
H 2.6429 4.7658 1.0396 0.25
H 1.9354 5.5291 2.2971 0.29
C 6.2317 -0.0969 -1.6554 -0.96
O 5.0792 -0.5000 -0.9474 0.38
C 5.3208 -0.4321 0.4546 -0.69
C 4.8746 0.9201 0.9827 1.64
C 5.1251 1.2069 2.4281 -1.62
N 3.4492 1.0981 0.7375 0.55
H 6.0096 0.0598 -2.7146 0.32
H 7.0478 -0.8234 -1.6648 0.25
H 6.6040 0.8885 -1.3690 0.35
H 4.6719 -1.1804 0.9256 -0.44
H 6.3361 -0.7382 0.7140 0.46
H 5.4365 1.6828 0.4194 -0.62
H 6.1030 0.9117 2.8262 0.44
H 4.4749 0.5484 3.0177 0.13
H 4.9744 2.2511 2.6946 0.38
H 3.1003 2.0495 0.6788 -0.09
H 3.1068 0.7544 -0.1588 -0.47
C -0.5967 -3.9068 -2.8299 -0.73
O 0.8061 -3.8912 -2.8227 -0.48
C 1.2920 -2.5546 -2.9901 -0.18
C 2.8145 -2.5236 -3.1229 0.33
C 3.4655 -2.9164 -1.7901 -1.30
N 3.3242 -1.1949 -3.5038 -0.62
H -0.9247 -3.3254 -1.9544 0.20
H -1.0344 -4.9009 -2.7806 0.36
H -1.0821 -3.4111 -3.6818 0.39
H 0.7195 -2.0078 -3.7423 0.60
H 1.1086 -2.1546 -1.9786 -0.17
H 3.1111 -3.2556 -3.8827 0.22
H 3.0824 -2.2887 -0.9805 0.00
H 4.5425 -2.7440 -1.8116 0.38
H 3.3738 -3.9656 -1.5013 0.65
H 2.6158 -0.4820 -3.3323 0.01
H 3.9981 -0.9605 -2.7822 0.29
C 1.3412 0.0762 4.5162 -0.37
O 0.3494 0.3344 5.5090 -0.34
C -0.1280 -0.8997 6.0250 -0.60
C -1.2266 -0.6312 7.0058 0.36
C -1.9252 -1.9534 7.3971 -1.37
N -2.2218 0.3538 6.5460 -0.70
H 0.9451 -0.5872 3.7424 0.03
H 2.1797 -0.3646 5.0612 0.45
H 1.6515 0.9964 4.0257 0.07
H -0.4608 -1.5364 5.1992 0.25
H 0.6182 -1.4437 6.6220 0.34
H -0.8607 -0.1886 7.9389 0.35
H -1.0748 -2.5539 7.7339 0.43
H -2.3305 -2.5087 6.5468 0.20
H -2.7453 -1.7689 8.0828 0.38
H -1.7014 1.1894 6.2966 0.37
H -2.6121 0.0011 5.6736 0.12
C 5.8113 3.4086 -2.6131 -0.56
O 4.4924 3.6986 -2.9609 -0.39
C 3.6373 2.5882 -3.0303 -0.11
C 2.2857 2.9682 -3.6561 0.83
C 1.6867 4.1540 -2.8968 -1.02
N 1.3645 1.8469 -3.8012 -0.31
H 5.9646 2.8521 -1.6825 0.04
H 6.2722 4.3896 -2.4757 0.37
H 6.4172 2.9067 -3.3798 0.29
H 4.1012 1.7697 -3.5921 0.42
H 3.4012 2.1652 -2.0421 -0.38
H 2.4798 3.3683 -4.6567 0.38
H 0.6455 4.3389 -3.1811 0.25
H 2.2090 5.0720 -3.1700 0.55
H 1.6267 3.9699 -1.8186 -0.34
H 0.4256 2.2118 -3.9191 -0.06
H 1.3642 1.3574 -2.9073 -0.29
C -0.1048 -0.2060 1.1563 0.20
C -0.5338 0.3688 -0.1825 -0.79
O 0.4350 1.2234 -0.7818 1.55
H 0.6287 -1.0010 1.0197 -0.11
H -0.9678 -0.5648 1.7191 0.04
H 0.3182 0.5597 1.8098 -0.33
H -1.4251 0.9836 0.0098 0.01
H -0.8877 -0.3419 -0.9299 0.36
H 0.3217 2.1026 -0.3988 -0.78
C 2.4307 -3.0216 2.4706 -0.04
C 2.6083 -4.0958 1.3858 -0.34
O 2.6396 -5.4329 1.9187 -0.61
H 1.3948 -2.6864 2.4031 0.01
H 3.0743 -2.1739 2.2250 -0.27
H 2.6787 -3.3209 3.4852 0.51
H 3.5147 -3.9730 0.7910 0.19
H 1.8175 -4.1477 0.6274 0.33
H 1.7186 -5.6845 2.0303 0.34
```

As for the SMILES: COC[C@H](C)N.COC[C@H](C)N.COC[C@H](C)N.COC[C@H](C)N.COC[C@H](C)N.COC[C@H](C)N.COC[C@H](C)N.COC[C@H](C)N.CCO.CCO. The energy relative to the best compared isomer or geometry (same formula, charge and spin) comes out at 278.7 kJ/mol. For the strongest force on any atom, the calculation gives 2.2 eV/A.


3.
Molecular formula: C49H32IN5Pt
Method: DFT, wB97M-V/def2-TZVPD

```
88
Properties=species:S:1:pos:R:3:mulliken_charge:R:1
Pt 0.2062 0.0288 0.0445 1.19
C 2.0949 -5.1751 -5.1972 -0.40
C 2.9551 -4.4576 -4.3764 -0.82
C 2.4409 -3.5731 -3.4400 0.24
C 1.0660 -3.3882 -3.3164 -0.90
C 0.2109 -4.1207 -4.1319 0.07
C 0.7237 -5.0104 -5.0670 -0.75
C 0.5646 -2.3862 -2.3265 1.24
C 0.4080 -1.0765 -2.7692 0.30
C 0.4562 -0.6681 -4.1494 -1.22
C 0.3357 0.6776 -4.1658 -1.26
C 0.2309 1.1087 -2.7952 0.31
N 0.2400 0.0196 -1.9730 -0.19
C 0.2700 2.4359 -2.3832 1.30
C 0.2799 2.8532 -1.0583 0.18
C 0.4555 4.2239 -0.6417 -1.36
C 0.5605 4.2185 0.7027 -1.14
C 0.4181 2.8485 1.1316 0.75
C 0.4845 2.4233 2.4522 1.43
C 0.9879 3.3822 3.4820 -0.90
C 2.3169 3.2895 3.8900 0.18
C 2.8382 4.1773 4.8192 -0.83
C 2.0301 5.1666 5.3639 -0.40
C 0.7021 5.2564 4.9749 -0.77
C 0.1851 4.3725 4.0372 0.06
C 0.2199 1.1214 2.8666 0.18
N 0.0546 0.0378 2.0527 -0.32
C -0.1479 -1.0406 2.8658 0.40
C -0.1828 -2.3699 2.4568 1.10
C -0.1871 -3.4087 3.5323 -0.61
C 1.0293 -3.8551 4.0449 0.31
C 1.0634 -4.7788 5.0786 -0.85
C -0.1219 -5.2697 5.6110 -0.36
C -1.3356 -4.8408 5.0950 -0.74
C -1.3685 -3.9143 4.0606 0.06
C -0.0212 -2.7899 1.1434 0.21
C 0.1179 -4.1693 0.7414 -1.34
C 0.3906 -4.1707 -0.5794 -1.32
C 0.3816 -2.7944 -1.0127 0.64
N 0.1188 -1.9835 0.0527 -0.39
C -0.1645 -0.6100 4.2402 -1.24
C 0.0783 0.7193 4.2414 -1.30
N 0.2251 2.0481 0.0421 -0.39
C 0.5196 3.4711 -3.4331 -0.81
C 1.8334 3.8294 -3.7266 0.20
C 2.1029 4.7973 -4.6826 -0.84
C 1.0589 5.4188 -5.3557 -0.39
C -0.2511 5.0651 -5.0692 -0.77
C -0.5202 4.0945 -4.1125 0.03
H 2.4921 -5.8614 -5.9338 0.37
H 4.0265 -4.5849 -4.4643 0.42
H 3.1127 -3.0197 -2.7938 0.46
H -0.8605 -3.9935 -4.0332 0.49
H 0.0504 -5.5775 -5.6971 0.41
H 0.5595 -1.3352 -4.9891 0.51
H 0.3274 1.3317 -5.0220 0.49
H 0.4927 5.0671 -1.3116 0.47
H 0.7037 5.0567 1.3644 0.50
H 2.9496 2.5198 3.4646 0.40
H 3.8765 4.0976 5.1147 0.41
H 2.4347 5.8622 6.0874 0.38
H 0.0649 6.0199 5.4027 0.41
H -0.8534 4.4461 3.7373 0.46
H 1.9501 -3.4664 3.6266 0.49
H 2.0155 -5.1145 5.4691 0.39
H -0.0974 -5.9850 6.4228 0.37
H -2.2618 -5.2278 5.5002 0.39
H -2.3179 -3.5793 3.6608 0.47
H 0.0215 -5.0118 1.4063 0.47
H 0.5636 -5.0138 -1.2281 0.50
H -0.3337 -1.2536 5.0876 0.49
H 0.1361 1.3839 5.0877 0.52
H 2.6435 3.3432 -3.1962 0.54
H 3.1281 5.0684 -4.8996 0.40
H 1.2678 6.1754 -6.1008 0.37
H -1.0685 5.5482 -5.5891 0.40
H -1.5435 3.8204 -3.8863 0.49
I 6.0782 -1.0873 -2.7345 0.06
C 5.0336 -0.3135 -1.0957 -0.70
C 5.7022 0.1688 0.0162 -0.31
C 4.9435 0.5813 1.1016 -0.88
C 3.5624 0.4794 1.0277 -0.01
N 2.9280 0.0605 -0.0615 0.16
C 3.6462 -0.3186 -1.1102 0.01
H 6.7822 0.2182 0.0405 0.41
H 5.4197 0.9644 1.9945 0.45
H 2.9271 0.7351 1.8711 0.17
H 3.0917 -0.6350 -1.9893 0.41
```

The energy relative to the best compared isomer or geometry (same formula, charge and spin) comes out at 0.0 kJ/mol. For the strongest force on any atom, the calculation gives 1.5 eV/A.